Entry 1:
Formula: C64H168N8O26
Source: the OMol25 dataset
Level of theory: ωB97M-V/def2-TZVPD

- M (g/mol) = 1466.08
- calculated total energy (hartree) = -4932.9843

```
! RIJCOSX wB97M-V def2-TZVPD def2/J DEFGRID3
* xyz 0 1
O -4.04 3.73 0.83
O 5.83 -4.17 5.63
O 0.81 3.97 5.93
O -0.80 -0.52 -2.04
O -3.21 -6.12 0.84
O 4.00 0.87 3.45
O -3.51 0.08 -4.72
O 1.04 -2.57 -3.38
O 0.71 -2.05 -8.01
O 0.59 -4.60 0.87
O -1.45 -0.76 3.02
O -3.32 -4.63 4.30
O -1.69 -3.89 7.60
O 0.23 -7.05 -3.60
O 0.76 2.30 -0.90
O -1.63 0.40 -9.15
O -0.85 7.79 1.80
O 9.07 3.47 1.23
O 2.77 2.81 -5.05
O 3.10 3.84 3.99
O -5.13 -3.76 -0.05
O 1.48 6.85 5.41
O -1.23 2.15 6.45
O 1.31 -3.58 5.18
O -5.35 -3.67 -3.02
O -2.60 4.82 -3.99
N -2.14 -2.17 -7.32
N -2.71 -1.19 0.28
N -1.89 3.34 -0.69
N -2.33 -5.81 -3.65
N 5.94 1.57 1.50
N 0.87 5.33 2.50
N -0.44 1.61 -6.66
N 3.78 -2.31 5.62
C 4.48 4.12 4.38
C -2.22 -1.40 -6.05
C 0.66 6.33 6.42
C -1.21 -3.29 -7.31
C -4.67 3.96 2.11
C 6.08 0.48 2.40
C 1.35 2.78 -5.41
C -1.64 3.86 -2.07
C 6.92 2.59 1.66
C -0.59 1.36 -9.16
C 2.38 -2.04 -3.44
C -2.66 -5.55 1.98
C 2.09 -1.81 -7.76
C -0.64 0.43 -3.10
C -4.36 1.19 -4.56
C -2.26 3.13 6.55
C -0.56 5.45 2.10
C -1.27 6.73 2.63
C -1.15 -5.17 -3.08
C 0.31 -3.97 4.32
C -4.25 -4.21 -3.76
C 10.33 3.42 0.62
C -6.51 -1.79 0.45
C 0.19 -2.91 -6.97
C 0.96 1.56 -6.20
C 2.59 0.65 3.55
C -3.75 -5.20 3.04
C -3.59 2.51 6.17
C -1.99 -2.53 7.35
C 1.11 4.95 6.92
C -2.60 4.89 -2.59
C -1.36 9.07 2.19
C 3.00 4.04 2.58
C 1.96 -2.72 1.14
C 4.72 -0.14 2.76
C 2.59 -2.02 6.38
C -2.94 2.39 -0.65
C -3.57 -5.31 -2.99
C 1.33 -2.24 5.57
C 1.34 1.08 -0.40
C 1.55 4.05 2.25
C 1.01 -7.65 -4.60
C -6.32 -3.36 0.52
C -0.74 2.27 -7.91
C -3.43 5.76 -4.53
C 4.96 -2.17 6.47
C -6.18 -2.73 -3.79
C 6.85 -4.84 4.85
C -2.81 -2.03 1.50
C -2.76 -1.27 2.78
C 2.86 1.23 -0.52
C -1.42 -0.09 4.24
C 3.07 4.05 -4.42
C -3.43 -0.51 -6.07
C -3.66 2.40 0.67
C 8.28 2.32 1.03
C 0.17 -5.66 -3.74
C -2.06 -1.20 -2.12
C 1.55 -3.74 0.14
C 3.36 -3.17 -3.76
C -2.31 -1.97 -0.87
C 6.10 -2.81 5.78
C -1.41 -0.39 -10.24
C -1.50 -1.64 8.47
H -4.02 3.61 2.94
H -0.58 0.61 -6.86
H -4.44 -6.05 3.18
H 0.19 1.08 -2.78
H -7.24 -1.41 1.19
H 6.65 -0.31 1.87
H 5.25 3.63 3.81
H -2.01 -2.02 9.39
H -5.66 3.44 2.18
H -1.06 6.98 3.67
H 3.39 -3.91 -2.95
H -0.35 2.58 6.29
H -2.37 6.74 2.58
H -3.17 -1.96 3.54
H 10.31 3.05 -0.39
H 0.60 -7.32 -5.58
H -3.39 -4.94 -1.93
H -3.60 4.64 -2.29
H -4.85 5.03 2.21
H -4.46 5.72 -4.17
H 1.05 0.20 -1.01
H 2.59 -2.75 7.25
H -3.63 2.17 5.09
H -0.43 -1.72 8.49
H -6.90 -1.45 -0.47
H 1.11 3.29 2.82
H 8.09 1.99 -0.01
H -1.31 0.12 -11.20
H -3.08 -2.51 7.19
H 6.55 -5.90 4.97
H -4.32 1.54 -3.54
H -5.40 0.87 -4.72
H -2.74 -5.26 4.77
H -3.76 -2.56 1.44
H -3.56 -0.48 2.76
H -4.33 -4.46 2.48
H 2.54 4.14 -3.47
H -3.16 -2.68 -1.00
H 4.22 -0.31 1.81
H -0.37 6.25 6.03
H 4.55 3.88 5.42
H -0.66 5.47 1.03
H 1.46 3.68 1.22
H 2.77 4.94 -4.99
H -3.58 5.58 -5.63
H 0.72 -4.03 3.29
H -2.14 -1.88 -3.00
H 2.37 0.55 4.62
H -1.53 -4.03 -6.60
H -2.06 -4.70 1.80
H -1.23 -3.64 -8.35
H -1.24 -4.08 -3.23
H 6.63 0.69 3.32
H -4.46 1.61 0.68
H 2.37 -0.89 -8.25
H -1.75 -1.58 -8.03
H -1.67 -2.17 6.35
H -2.08 3.93 5.84
H -0.54 -3.28 4.32
H -0.61 2.06 -9.99
H 2.69 -1.99 0.72
H -0.06 -4.97 4.59
H 1.03 -5.18 -3.33
H 0.87 -3.79 -6.88
H 1.05 -3.25 -0.67
H 1.57 3.78 5.39
H 3.11 1.40 -1.58
H -3.75 2.53 -1.37
H 4.12 4.09 -4.20
H -3.81 1.69 6.84
H 6.29 -2.41 4.78
H -2.35 5.84 -2.17
H 0.46 -2.01 -2.80
H -6.91 -2.40 -3.07
H 5.05 2.03 1.70
H -1.40 -0.74 -5.86
H 0.41 -5.34 0.24
H 7.14 2.76 2.72
H 1.05 0.85 0.62
H 11.04 2.81 1.17
H 2.68 -1.60 -2.47
H -0.22 2.39 -0.69
H 3.73 -3.31 5.54
H -2.01 0.84 4.29
H 2.20 4.88 7.11
H -6.33 -3.49 1.61
H -0.14 3.18 -8.04
H -0.42 0.02 -4.05
H 2.29 -1.69 -6.71
H 3.41 0.39 -0.12
H -2.29 -1.03 -10.39
H 2.62 -1.03 6.77
H 1.64 1.37 -7.01
H -5.18 -3.43 -0.98
H 6.45 3.45 1.18
H -1.70 2.99 -2.73
H 8.82 1.52 1.51
H -6.63 -3.30 -4.59
H -2.53 1.40 -0.81
H -0.92 9.42 3.14
H 3.20 -3.62 -4.75
H 2.31 7.08 5.82
H -4.68 -4.60 -4.67
H -4.33 -1.12 -6.29
H -1.79 -0.72 5.02
H 0.48 4.66 7.78
H -1.84 -0.63 8.25
H -7.11 -3.93 0.01
H -0.52 -1.03 -10.14
H 7.82 -4.67 5.34
H -0.82 -4.05 7.18
H 4.64 5.21 4.23
H -1.53 1.03 -3.32
H 0.93 -8.74 -4.47
H -2.46 8.95 2.23
H 3.25 2.17 -0.03
H -2.05 -2.79 1.46
H -2.01 -6.34 2.28
H 1.11 3.70 -5.99
H -2.34 -2.11 -5.22
H -3.17 0.33 -6.77
H 10.81 4.40 0.54
H 0.40 0.93 -9.04
H -0.57 4.14 -2.15
H -2.84 -0.47 -2.28
H -4.37 3.22 6.44
H -5.59 -1.91 -4.19
H 2.38 -3.20 2.01
H 4.75 -2.67 7.46
H 0.81 5.57 3.50
H -2.20 -6.78 -3.65
H 4.83 -1.03 3.40
H -2.89 2.11 1.45
H 3.54 3.24 2.08
H 0.62 7.05 7.29
H -0.38 0.23 4.44
H -1.76 2.61 -7.82
H 5.21 -1.14 6.69
H 1.06 -2.16 1.42
H -3.93 2.01 -5.19
H 2.30 -0.26 3.02
H 4.35 -2.67 -3.60
H -1.11 9.76 1.42
H -3.75 -5.38 0.40
H -1.18 4.61 2.42
H 2.59 -2.62 -8.22
H -1.08 -5.30 -2.00
H 2.45 -4.30 -0.21
H 0.17 -2.29 -6.07
H -2.35 3.54 7.64
H 0.80 2.80 -4.46
H -1.98 -0.49 0.51
H 7.01 -2.69 6.41
H -5.53 -1.34 0.70
H 2.07 -7.39 -4.53
H -1.45 -2.62 -0.67
H 0.44 -2.02 6.15
H 6.89 -4.61 3.80
H 1.96 1.37 3.08
H -2.22 4.13 -0.09
H 2.43 -1.23 -4.20
H 1.20 0.72 -5.58
H -3.56 -3.39 -4.06
H -4.30 -6.16 -2.85
H 1.45 -1.65 4.70
H -3.14 6.80 -4.38
H 3.52 5.03 2.27
H 0.05 -5.40 -4.79
*
```

Löwdin population analysis, charges in e, atoms 1 to 99: -0.21 -0.20 -0.09 -0.20 -0.07 -0.19 -0.25 -0.12 -0.21 -0.11 -0.17 -0.08 -0.08 -0.19 -0.13 -0.17 -0.20 -0.18 -0.19 -0.22 -0.13 -0.06 -0.11 -0.18 -0.23 -0.16 -0.01 -0.02 -0.05 -0.03 -0.06 -0.01 -0.03 -0.03 -0.06 -0.21 -0.25 -0.21 -0.08 -0.23 -0.19 -0.17 -0.23 -0.20 -0.31 -0.27 -0.09 -0.09 -0.10 -0.34 -0.17 -0.21 -0.19 -0.11 -0.22 -0.13 -0.05 -0.21 -0.21 -0.07 -0.20 -0.10 -0.36 -0.20 -0.22 -0.09 -0.22 -0.10 -0.20 -0.20 -0.24 -0.18 -0.21 -0.29 -0.20 -0.12 -0.30 -0.19 -0.16 -0.22 -0.03 -0.08 -0.20 -0.22 -0.07 -0.12 -0.12 -0.16 -0.24 -0.22 -0.21 -0.20 -0.28 -0.08 -0.20 -0.28 -0.17 -0.07 0.08

Entry 2:
Formula: C12H39ClN3O10
Source: the OMol25 dataset
Level of theory: ωB97M-V/def2-TZVPD

- <S²> = 0.75
- M (g/mol) = 420.91
- calculated total energy (hartree) = -1856.9511

```
! RIJCOSX wB97M-V def2-TZVPD def2/J DEFGRID3
* xyz 0 2
Cl -9.71 8.76 21.03
O -8.55 8.53 21.89
O -9.72 10.55 16.43
O -11.89 13.72 20.03
O -12.40 8.19 18.79
O -10.38 7.46 21.14
O -9.76 9.72 24.52
O -10.54 9.78 21.58
O -3.52 9.65 24.85
O -9.34 9.18 19.68
O -9.01 12.57 22.53
N -7.37 8.50 14.52
N -12.37 16.23 21.28
N -6.78 7.77 24.74
C -11.02 9.89 16.39
C -13.15 15.09 21.59
C -11.19 12.57 19.65
C -14.34 15.12 20.64
C -5.16 7.70 22.96
C -3.09 10.79 25.61
C -12.26 13.83 21.39
C -5.39 8.03 24.42
C -8.89 10.23 15.31
C -6.94 9.29 16.70
C -8.03 9.03 15.69
C -4.94 9.48 24.87
H -6.84 9.17 13.97
H -12.20 16.06 20.30
H -5.44 6.68 22.70
H -9.51 10.00 14.45
H -9.07 12.73 21.59
H -5.16 9.65 25.92
H -7.57 8.06 24.18
H -11.36 13.82 22.01
H -11.44 15.96 21.56
H -10.85 8.84 16.63
H -5.60 8.42 22.27
H -6.72 7.76 14.75
H -10.19 8.90 24.74
H -11.55 8.61 18.94
H -12.94 13.03 21.69
H -5.32 10.20 24.14
H -14.81 16.09 20.81
H -12.83 8.21 19.64
H -11.63 9.95 15.49
H -7.26 9.59 17.70
H -13.92 15.09 19.64
H -8.29 11.05 14.94
H -3.68 10.99 26.51
H -2.10 10.51 25.96
H -11.19 12.55 18.56
H -13.48 15.15 22.63
H -3.12 11.66 24.97
H -4.85 7.24 24.95
H -7.06 8.20 25.61
H -8.64 8.19 16.04
H -6.24 10.04 16.32
H -10.15 12.52 19.97
H -15.10 14.35 20.76
H -4.14 7.53 22.62
H -11.72 11.64 19.90
H -10.02 9.90 23.62
H -9.39 11.71 22.66
H -11.50 10.48 17.17
H -6.31 8.42 16.89
*
```

How is the electron density shared among the atoms? According to natural (NBO), the charges in e are: 2.52 -0.92 -0.55 -0.56 -0.95 -0.84 -0.97 -0.90 -0.53 -0.82 -0.94 -0.84 -0.80 -0.27 -0.25 -0.06 -0.24 -0.62 -0.66 -0.26 -0.08 -0.13 -0.06 -0.62 -0.08 -0.05 0.35 0.34 0.24 0.18 0.47 0.19 0.45 0.18 0.34 0.18 0.26 0.35 0.47 0.48 0.16 0.22 0.22 0.47 0.17 0.23 0.21 0.17 0.18 0.21 0.20 0.18 0.19 0.28 0.39 0.19 0.19 0.14 0.21 0.25 0.18 0.50 0.47 0.20 0.20

> What is the formula in the second record?

C12H39ClN3O10

> Among the records above, which one has the highest calculated total energy?

C12H39ClN3O10

> Among the records above, which one has the lowest M?

C12H39ClN3O10

> The highest calculated total energy belongs to which entry?

C12H39ClN3O10